Molecular formula: C5H10O2S
Method: DFT, ωB97M-V/def2-TZVPD

Positions of all 18 atoms, in Å:
H (-1.48, 1.92, 0.29)
C (0.15, 0.32, 0.16)
C (1.72, -1.42, -0.61)
H (-3.27, -0.69, 0.79)
H (1.34, -2.09, 0.19)
H (0.72, 2.10, 1.77)
H (-0.59, 1.61, -1.34)
H (-2.47, -1.84, -0.80)
H (2.15, 0.89, 1.55)
C (-1.00, 1.16, -0.43)
C (1.15, 1.17, 0.95)
C (-2.24, -0.82, 0.04)
H (2.52, -0.99, -0.06)
H (1.46, 1.84, 0.03)
O (0.79, -0.39, -0.98)
S (-0.85, -1.11, 0.97)
O (-2.03, 0.35, -0.92)
H (1.95, -2.01, -1.59)

Values from the calculation:
- Highest occupied orbital energy: -8.537 eV
- Orbital gap: 0.341 Ha
- ΔE to the lowest compared entry with this formula, charge and spin: 109.4 kcal/mol
- Largest force on an atom: 6.16 eV/Å